Arrangement P

ORCA calculation (the ωB97M-V functional and the def2-TZVPD basis) on a cluster of 2 separate species, C5H10O in total.

Positions of all 16 atoms, in Å:
C (-0.789, 1.552, -0.094)
C (-1.211, 0.143, -0.252)
C (-1.240, -0.987, -0.885)
C (-1.985, -0.957, 0.419)
H (-1.664, 2.209, -0.045)
H (-0.231, 1.656, 0.842)
H (-0.151, 1.878, -0.921)
H (-0.978, -1.588, -1.743)
H (-1.569, -1.451, 1.303)
H (-3.079, -0.923, 0.421)
C (2.465, -0.088, 0.071)
O (1.494, -0.514, 1.000)
H (3.061, -0.922, -0.327)
H (2.023, 0.455, -0.778)
H (3.140, 0.591, 0.597)
H (0.788, -0.942, 0.498)

SMILES   CC1=CC1.CO
Kohn-Sham gap   10.33 eV
Highest occupied orbital energy   -9.3 eV
Spin multiplicity   1

=====

Arrangement Q

ORCA calculation (the ωB97M-V functional and the def2-TZVPD basis) on a structure of composition C5H10O.

Positions of all 16 atoms, in Å:
O (-1.067, 2.097, 0.994)
C (-0.058, 2.328, 0.289)
C (0.683, 0.559, -0.748)
C (0.098, -0.540, -0.171)
C (0.521, -1.792, 0.491)
C (-0.561, -1.798, -0.588)
H (-1.250, 0.651, 1.130)
H (0.918, 2.484, 0.772)
H (-0.185, 2.805, -0.692)
H (1.710, 0.800, -0.488)
H (0.353, 0.860, -1.739)
H (-0.995, -0.085, 0.847)
H (1.507, -2.175, 0.237)
H (0.208, -1.995, 1.511)
H (-0.305, -2.184, -1.573)
H (-1.578, -2.013, -0.273)

Kohn-Sham gap   9.84 eV
Highest occupied orbital energy   -9.3 eV
Spin multiplicity   1

=====

Stability, lowest: arrangement Q

=====

Arrangement P

ORCA calculation (the ωB97M-V functional and the def2-TZVPD basis) on a cluster of 2 separate species, C5H10O in total.

Positions of all 16 atoms, in Å:
C (2.074, -0.495, 0.797)
C (1.454, -0.043, -0.287)
C (0.190, -0.643, -0.850)
C (-0.948, 0.331, -0.695)
C (-1.963, 0.187, 0.159)
O (-0.770, 1.410, -1.510)
H (1.718, -1.373, 1.332)
H (2.960, -0.006, 1.194)
H (1.827, 0.843, -0.800)
H (0.319, -0.865, -1.918)
H (-0.051, -1.579, -0.336)
H (-2.039, -0.701, 0.777)
H (-2.738, 0.941, 0.269)
H (-1.472, 2.051, -1.336)
H (-0.168, -0.167, 3.062)
H (-0.423, 0.089, 2.415)

SMILES   C=CCC(=C)O.[H][H]
Kohn-Sham gap   9.88 eV
Highest occupied orbital energy   -9.0 eV
Spin multiplicity   1

=====

Arrangement Q

ORCA calculation (the ωB97M-V functional and the def2-TZVPD basis) on a structure of composition C5H10O.

Positions of all 16 atoms, in Å:
C (-1.082, 1.578, 0.907)
O (-0.673, 0.892, -0.228)
C (-1.062, -0.502, -0.364)
C (0.140, -1.138, -0.935)
C (1.378, -1.347, -0.135)
C (1.400, 0.098, -0.229)
H (-0.966, 0.986, 1.833)
H (-0.461, 2.481, 0.996)
H (-2.123, 1.866, 0.775)
H (-1.341, -0.888, 0.630)
H (-1.937, -0.549, -1.028)
H (0.165, -1.286, -2.019)
H (2.164, -1.824, -0.697)
H (1.238, -1.733, 0.871)
H (1.375, 0.716, 0.691)
H (1.786, 0.650, -1.071)

Kohn-Sham gap   8.51 eV
Highest occupied orbital energy   -7.4 eV
Spin multiplicity   1

=====

Stability, lowest: arrangement Q

=====

Arrangement P

ORCA calculation (the ωB97M-V functional and the def2-TZVPD basis) on an isolated molecule of C5H10O.

Positions of all 16 atoms, in Å:
C (-0.135, -0.443, 1.914)
C (0.597, -0.971, 0.680)
C (0.978, 0.135, -0.323)
C (-0.003, 0.225, -1.467)
C (-1.239, 1.006, -1.387)
O (-0.124, 1.473, -2.133)
H (-1.023, 0.136, 1.637)
H (0.520, 0.211, 2.501)
H (-0.460, -1.262, 2.565)
H (-0.035, -1.714, 0.174)
H (1.495, -1.508, 1.005)
H (1.976, -0.048, -0.739)
H (1.022, 1.111, 0.177)
H (0.000, -0.633, -2.145)
H (-2.106, 0.712, -1.979)
H (-1.464, 1.569, -0.481)

SMILES   CCC[C@H]1CO1
Kohn-Sham gap   11.35 eV
Highest occupied orbital energy   -10.2 eV
Spin multiplicity   1

=====

Arrangement Q

ORCA calculation (the ωB97M-V functional and the def2-TZVPD basis) on a cluster of 2 separate species, C5H10O in total.

Positions of all 16 atoms, in Å:
C (0.656, -0.004, 0.883)
C (-0.767, 0.455, 0.493)
C (0.309, 0.371, -0.499)
C (0.467, -0.290, -1.809)
C (0.849, 1.170, -1.609)
H (0.880, -1.053, 1.078)
H (1.255, 0.683, 1.477)
H (-1.592, -0.249, 0.411)
H (-1.078, 1.427, 0.871)
H (-0.431, -0.510, -2.382)
H (1.272, -1.014, -1.914)
H (1.906, 1.421, -1.585)
H (0.191, 1.920, -2.041)
O (-1.522, -1.465, 2.546)
H (-0.818, -0.844, 2.321)
H (-1.577, -2.018, 1.758)

SMILES   C1CC12CC2.O
Kohn-Sham gap   11.27 eV
Highest occupied orbital energy   -10.3 eV
Spin multiplicity   1

=====

Arrangement R

ORCA calculation (the ωB97M-V functional and the def2-TZVPD basis) on an isolated molecule of C5H10O.

Positions of all 16 atoms, in Å:
C (0.535, -0.277, 1.611)
C (0.552, -0.870, 0.219)
C (-0.716, -1.321, -0.445)
C (0.041, -0.147, -1.006)
C (-0.551, 1.243, -0.936)
O (0.404, 2.243, -0.636)
H (1.430, 0.327, 1.805)
H (-0.348, 0.351, 1.781)
H (0.514, -1.074, 2.363)
H (1.422, -1.499, 0.031)
H (-0.728, -2.258, -0.994)
H (-1.647, -1.099, 0.075)
H (0.615, -0.334, -1.912)
H (-0.959, 1.518, -1.915)
H (-1.393, 1.266, -0.225)
H (0.807, 2.002, 0.208)

SMILES   C[C@H]1C[C@H]1CO
Kohn-Sham gap   11.21 eV
Highest occupied orbital energy   -10.2 eV
Spin multiplicity   1

=====

Stability, lowest: arrangement Q